A cluster of 2 separate species, C4H10OS in total at a distorted geometry, computed with ωB97M-V/def2-TZVPD.

```
16
Properties=species:S:1:pos:R:3:lowdin_charge:R:1
C 0.2064 -0.3092 -2.2758 -0.172
C 0.8310 0.6954 -1.3224 -0.633
S 2.4240 0.2260 -0.5801 0.671
H 0.7991 -0.4392 -3.1693 0.064
H -0.0024 -1.2414 -1.7590 0.057
H -0.7912 0.0682 -2.5304 0.075
H 0.1792 0.8809 -0.4768 0.029
H 0.9829 1.6493 -1.8260 0.062
H 1.9407 -0.3541 0.5244 -0.170
O -1.9988 0.6221 0.7523 0.031
C -1.8915 -0.4839 1.2113 -0.324
C -2.0744 -0.7624 2.6745 -0.047
H -1.6159 -1.2978 0.5147 0.115
H -2.5857 0.0771 3.1141 0.079
H -2.5986 -1.7151 2.8485 0.083
H -1.0777 -0.9709 3.0561 0.081
```

Properties
SMILES = CC=O.CCS
DFT total energy = -17192.231 eV
Max |F| = 0.026 hartree/bohr
Relative energy (zero: lowest compared OMol25 entry of this formula, charge and spin) = 13.70 kcal per mole
Gap between HOMO and LUMO = 0.356 Ha